Model a:
A single C12H18 molecule, computed with ωB97M-V/def2-TZVPD.

Cartesian coordinates (Å):
C  -2.463  -0.425  -1.560
C  -1.105  -0.197  -0.838
C  -1.186  0.745  0.187
C  -2.391  1.537  0.527
C  0.008  0.943  0.959
C  0.008  1.978  2.056
C  1.204  0.252  0.677
C  2.398  0.627  1.534
C  1.163  -0.762  -0.241
C  2.356  -1.674  -0.334
C  0.034  -0.940  -1.061
C  0.094  -2.112  -2.091
H  -2.543  -1.406  -1.956
H  -2.711  0.376  -2.417
H  -3.379  -0.426  -0.932
H  -2.977  1.153  1.381
H  -2.168  2.637  0.607
H  -3.069  1.515  -0.363
H  0.670  1.693  2.888
H  0.304  2.948  1.710
H  -1.045  2.072  2.356
H  2.496  1.734  1.562
H  3.310  0.201  1.065
H  2.391  0.215  2.567
H  2.879  -1.514  0.664
H  3.234  -1.432  -1.132
H  2.135  -2.729  -0.629
H  1.118  -2.131  -2.575
H  -0.575  -1.791  -2.851
H  -0.193  -3.087  -1.760

Calculated values
Structure (SMILES): Cc1c(C)c(C)c(C)c(C)c1C
Gap between HOMO and LUMO (eV): 9.12
Total charge: 0
Highest occupied orbital energy (eV): -8.19
LUMO (eV): 0.93

---

Model b:
2 unconnected molecules or ions with the total composition C12H18, computed with ωB97M-V/def2-TZVPD.

Cartesian coordinates (Å):
C  -3.139  -1.229  -1.245
C  -1.919  -1.122  -0.634
C  0.621  -1.495  0.014
C  0.201  -0.513  0.814
C  -0.725  -0.959  -0.244
C  -1.164  0.467  2.672
C  1.136  -0.518  3.158
C  -0.361  1.495  -1.563
C  0.684  -0.080  -3.098
C  2.028  0.944  -1.244
C  0.258  0.228  2.090
C  0.690  0.750  -1.913
H  -3.900  -1.868  -0.974
H  1.415  -2.073  -0.197
H  -1.871  -0.426  2.791
H  -1.812  1.035  2.048
H  -1.046  0.942  3.604
H  0.490  -1.291  3.668
H  1.567  0.325  3.813
H  2.014  -1.079  2.694
H  -0.468  2.114  -0.563
H  -3.410  -0.444  -1.875
H  -1.253  1.517  -2.066
H  -0.257  -0.539  -3.314
H  0.971  0.286  -4.098
H  1.497  -0.866  -2.953
H  2.454  0.164  -0.653
H  1.937  1.746  -0.459
H  2.689  1.342  -2.134
H  0.672  1.146  1.862

Calculated values
Structure (SMILES): C=C=C1C=C1C(C)C.C=C(C)C
Gap between HOMO and LUMO (eV): 8.52
Total charge: 0
Highest occupied orbital energy (eV): -7.69
LUMO (eV): 0.83

---

Energies, relative to the best one, in eV: model a 0.000; model b 6.281.

---

Model a:
A single C2H7N3OS molecule, computed with ωB97M-V/def2-TZVPD.

Cartesian coordinates (Å):
C  -1.957  1.474  0.216
C  -0.102  -0.176  -0.037
H  -1.270  2.241  -0.086
H  -3.200  1.581  0.020
H  -1.820  1.510  1.274
H  -2.450  -1.512  -0.735
H  -0.749  -2.140  -0.084
H  0.785  1.143  -1.105
H  2.291  -1.305  -0.052
N  -1.444  0.154  -0.291
N  0.167  -1.429  0.176
N  0.987  0.838  -0.224
O  -2.369  -0.968  0.072
S  2.484  0.094  0.093

Calculated values
Structure (SMILES): [H]/N=C(/NS)N(C)O
Gap between HOMO and LUMO (eV): 9.27
Total charge: 0
Highest occupied orbital energy (eV): -8.79
LUMO (eV): 0.48

---

Model b:
A single C2H7N3OS molecule, computed with ωB97M-V/def2-TZVPD.

Cartesian coordinates (Å):
C  -1.554  0.735  0.687
C  0.126  -0.768  -0.282
H  -2.152  1.007  -0.189
H  -1.894  -0.207  1.091
H  -1.618  1.525  1.421
H  0.269  2.304  -1.138
H  -1.638  -1.392  -0.582
H  1.634  -2.010  -0.807
H  2.828  0.026  0.222
N  -0.153  0.496  0.262
N  -0.664  -1.668  -0.670
N  1.506  -1.050  -0.478
O  2.408  -0.796  0.556
S  0.902  1.797  -0.093

Calculated values
Structure (SMILES): [H]/N=C(/NO)N(C)S
Gap between HOMO and LUMO (eV): 9.51
Total charge: 0
Highest occupied orbital energy (eV): -8.96
LUMO (eV): 0.55

---

Model c:
A single C2H7N3OS molecule, computed with ωB97M-V/def2-TZVPD.

Cartesian coordinates (Å):
C  0.087  -0.094  0.201
C  1.447  -0.237  0.819
H  -1.760  -0.456  -1.318
H  -2.346  -1.718  -0.505
H  1.478  0.404  1.683
H  1.579  -1.249  1.245
H  2.583  -0.726  -1.233
H  0.445  1.805  -0.391
H  -2.072  1.146  0.133
N  -1.941  -0.845  -0.397
N  -0.709  -1.096  0.222
N  -0.270  1.123  -0.425
O  -1.336  1.743  0.278
S  2.814  0.201  -0.313

Calculated values
Structure (SMILES): N/N=C(/CS)NO
Gap between HOMO and LUMO (eV): 9.82
Total charge: 0
Highest occupied orbital energy (eV): -8.99
LUMO (eV): 0.82

---

Energies, relative to the best one, in eV: model a 2.222; model b 0.000; model c 0.328.

---

Model a:
A single C3H9N3S molecule, computed with ωB97M-V/def2-TZVPD.

Cartesian coordinates (Å):
C  1.291  0.639  0.922
C  -0.608  -0.003  -0.416
C  -0.718  1.469  -0.932
H  2.004  1.471  0.405
H  0.653  1.186  1.588
H  1.946  0.014  1.623
H  1.647  -2.592  -0.481
H  -1.625  1.522  -1.784
H  0.091  1.878  -1.640
H  -0.907  2.377  -0.165
H  -2.301  -2.149  0.766
H  -0.901  -1.442  1.186
N  0.585  -0.328  0.216
N  -1.488  -0.864  -0.566
N  -1.246  -2.012  0.247
S  1.575  -1.167  -0.969

Calculated values
Structure (SMILES): C/C(=N/N)N(C)S
Gap between HOMO and LUMO (eV): 9.55
Total charge: 0
Highest occupied orbital energy (eV): -8.90
LUMO (eV): 0.65

---

Model b:
2 unconnected molecules or ions with the total composition C3H9N3S, computed with ωB97M-V/def2-TZVPD.

Cartesian coordinates (Å):
C  0.032  0.096  -0.897
C  1.552  -0.075  -0.737
C  2.585  0.266  1.261
N  -3.378  0.561  0.819
N  -0.797  -1.000  -0.721
N  1.941  0.751  0.321
S  -0.417  -2.379  -0.120
H  -0.511  0.956  -0.548
H  -0.122  0.367  -2.040
H  1.709  -1.151  -0.690
H  1.935  0.231  -1.666
H  2.724  0.772  2.211
H  3.191  -0.608  1.355
H  -4.135  1.090  0.645
H  -2.674  0.554  0.021
H  -3.635  -0.431  0.786

Calculated values
Structure (SMILES): C=NCCN=S.N
Gap between HOMO and LUMO (eV): 7.18
Total charge: 0
Highest occupied orbital energy (eV): -8.22
LUMO (eV): -1.04

---

Model c:
A molecular structure, C3H9N3S, computed with ωB97M-V/def2-TZVPD.

Cartesian coordinates (Å):
C  2.028  -0.901  -0.154
C  0.969  -0.426  -1.100
C  -0.655  0.852  0.265
H  2.617  0.053  0.322
H  1.465  -1.536  0.775
H  2.820  -1.336  -0.663
H  1.357  0.460  -1.562
H  0.605  -0.974  -2.018
H  -1.952  -1.203  -0.321
H  -1.108  -1.386  0.920
H  -0.212  1.795  -0.177
H  -3.395  2.921  1.567
N  -0.368  -0.189  -0.551
N  -0.969  -1.406  -0.166
N  -1.561  0.723  1.193
S  -1.642  2.552  1.670

Calculated values
Gap between HOMO and LUMO (eV): 8.85
Total charge: 0
Highest occupied orbital energy (eV): -8.69
LUMO (eV): 0.16

---

Energies, relative to the best one, in eV: model a 0.793; model b 0.000; model c 1.054.

---

Model a:
3 unconnected molecules or ions with the total composition C4H12NS, computed with ωB97M-V/def2-TZVPD.

Cartesian coordinates (Å):
C  1.140  2.232  -1.752
C  0.635  0.819  -1.798
C  0.621  0.016  -2.841
C  -0.455  -0.300  1.208
S  -0.974  1.244  1.300
N  -0.032  -4.179  2.052
H  1.967  2.364  -1.066
H  0.363  2.951  -1.473
H  1.479  2.551  -2.732
H  0.378  0.437  -0.810
H  0.586  -1.058  -2.733
H  0.802  0.390  -3.837
H  -1.316  -0.968  1.298
H  0.233  -0.453  2.039
H  -2.259  1.057  0.925
H  0.798  -4.637  2.382
H  -0.843  -4.775  2.103
H  -0.155  -3.207  2.242

Calculated values
Gap between HOMO and LUMO (eV): 4.54
Total charge: +1
Highest occupied orbital energy (eV): -12.59
LUMO (eV): -8.05

---

Model b:
A gas-phase ion, C4H12NS (charge +1), computed with ωB97M-V/def2-TZVPD.

Cartesian coordinates (Å):
C  0.896  1.375  0.489
C  0.593  0.847  -0.906
C  0.211  -0.649  -0.903
S  -0.868  -1.119  0.506
C  -2.532  -1.245  -0.212
N  1.574  0.370  1.385
H  -0.037  1.623  0.991
H  1.527  2.259  0.545
H  -0.215  1.412  -1.357
H  1.497  0.924  -1.514
H  -0.393  -0.949  -1.765
H  1.036  -1.355  -1.006
H  -2.709  -0.328  -0.768
H  -2.575  -2.075  -0.915
H  -3.260  -1.393  0.576
H  2.323  -0.214  0.985
H  0.948  -0.386  1.703
H  1.983  0.902  2.164

Calculated values
Structure (SMILES): CSCCC[NH3+]
Gap between HOMO and LUMO (eV): 9.16
Total charge: +1
Highest occupied orbital energy (eV): -12.68
LUMO (eV): -3.52

---

Energies, relative to the best one, in eV: model a 4.571; model b 0.000.

---

Model a:
3 unconnected molecules or ions with the total composition C4H12NS, computed with ωB97M-V/def2-TZVPD.

Cartesian coordinates (Å):
C  -2.732  -0.900  -1.172
C  -1.760  -0.213  -0.252
C  -2.210  0.530  0.838
C  1.026  1.587  0.550
S  1.893  1.436  -0.955
N  3.114  -1.726  0.676
H  -2.142  -1.224  -2.056
H  -3.573  -0.276  -1.453
H  -3.131  -1.762  -0.667
H  -0.623  -0.344  -0.372
H  -1.526  1.170  1.374
H  -3.318  0.709  0.975
H  0.364  2.433  0.466
H  1.990  1.587  1.165
H  3.014  1.553  -0.243
H  2.681  -2.085  -0.174
H  2.802  -0.741  0.801
H  4.130  -1.734  0.498

Calculated values
Gap between HOMO and LUMO (eV): 4.33
Total charge: +1
Highest occupied orbital energy (eV): -12.81
LUMO (eV): -8.48

---

Model b:
A molecular structure, C4H12NS, computed with ωB97M-V/def2-TZVPD.

Cartesian coordinates (Å):
C  -1.376  -0.036  -0.847
C  0.065  0.479  -0.598
C  0.494  0.527  0.856
S  0.672  -1.159  1.526
C  2.471  -1.325  1.297
N  -2.599  0.887  -1.050
H  -1.605  -0.928  -0.237
H  -1.270  -0.521  -1.819
H  0.678  -0.189  -1.193
H  0.150  1.480  -1.041
H  1.438  1.056  0.969
H  -0.155  1.082  1.541
H  2.639  -2.401  1.289
H  2.787  -0.883  0.360
H  2.968  -0.953  2.185
H  -3.054  0.511  -1.877
H  -2.149  0.632  0.024
H  -2.156  1.740  -1.384

Calculated values
Gap between HOMO and LUMO (eV): 7.59
Total charge: +1
Highest occupied orbital energy (eV): -12.23
LUMO (eV): -4.64

---

Energies, relative to the best one, in eV: model a 2.181; model b 0.000.

---

Model a:
A single C3H7NOS molecule, computed with ωB97M-V/def2-TZVPD.

Cartesian coordinates (Å):
C  -1.359  -0.895  -1.124
C  0.156  0.836  -0.243
C  1.415  0.018  1.573
H  -0.482  -1.568  -1.097
H  -1.797  -1.058  -2.104
H  -2.036  -1.205  -0.336
H  -1.070  1.123  -1.815
H  1.772  -1.032  1.826
H  0.841  0.409  2.503
H  2.230  0.737  1.385
N  -0.891  0.523  -1.027
O  0.540  -0.189  0.455
S  0.680  2.299  0.003

Calculated values
Structure (SMILES): CNC(=S)OC
Gap between HOMO and LUMO (eV): 9.27
Total charge: 0
Highest occupied orbital energy (eV): -8.46
LUMO (eV): 0.82

---

Model b:
A single C3H7NOS molecule, computed with ωB97M-V/def2-TZVPD.

Cartesian coordinates (Å):
C  2.097  -0.526  0.425
C  0.616  -0.613  0.166
C  -1.260  0.784  0.292
H  3.684  0.408  -0.496
H  2.219  1.212  -0.784
H  2.313  -0.081  1.422
H  2.571  -1.518  0.401
H  0.452  -0.983  -0.872
H  0.075  -1.293  0.848
H  -1.660  1.742  0.648
N  2.686  0.316  -0.690
O  0.040  0.694  0.317
S  -2.343  -0.320  -0.261

Calculated values
Structure (SMILES): NCCOC=S
Gap between HOMO and LUMO (eV): 9.40
Total charge: 0
Highest occupied orbital energy (eV): -8.87
LUMO (eV): 0.53

---

Energies, relative to the best one, in eV: model a 0.000; model b 0.218.

---

Model a:
A single C3H7NOS molecule, computed with ωB97M-V/def2-TZVPD.

Cartesian coordinates (Å):
C  -1.860  -1.386  -0.088
C  -0.617  -0.519  0.022
C  -0.828  0.779  0.569
H  -2.219  -1.882  0.868
H  -1.542  -2.139  -0.971
H  -2.737  -0.839  -0.477
H  0.026  1.054  1.290
H  -1.741  0.856  1.243
H  -0.363  2.006  -0.969
H  2.877  -0.970  -0.077
N  0.566  -1.148  -0.127
O  -1.135  1.875  -0.383
S  1.916  0.107  0.002

Calculated values
Structure (SMILES): C/C(CO)=N/S
Gap between HOMO and LUMO (eV): 9.43
Total charge: 0
Highest occupied orbital energy (eV): -9.11
LUMO (eV): 0.32

---

Model b:
2 unconnected molecules or ions with the total composition C3H7NOS, computed with ωB97M-V/def2-TZVPD.

Cartesian coordinates (Å):
C  -0.146  0.906  1.180
C  -0.911  -0.567  -0.970
C  -0.119  -0.205  0.211
N  1.414  0.635  -0.926
O  2.074  1.342  -0.240
S  0.737  -1.653  0.830
H  -0.808  0.597  2.009
H  0.913  1.275  1.383
H  -0.650  1.826  0.822
H  -1.181  0.356  -1.500
H  -1.775  -1.049  -0.778
H  -0.245  -1.145  -1.605
H  0.699  -2.318  -0.417

Calculated values
Gap between HOMO and LUMO (eV): 7.72
Total charge: 0
Highest occupied orbital energy (eV): -7.59
LUMO (eV): 0.13

---

Energies, relative to the best one, in eV: model a 0.000; model b 1.749.

---

Model a:
A single C23H22N2O3 molecule, computed with ωB97M-V/def2-TZVPD.

Cartesian coordinates (Å):
C  -2.714  -0.851  3.932
O  -2.168  -0.871  2.606
C  -1.202  0.029  2.378
O  -0.820  0.815  3.208
C  -0.622  -0.080  0.986
C  0.788  -0.655  1.164
N  1.357  -1.065  -0.110
C  2.804  -0.937  -0.138
C  3.371  -1.105  -1.525
C  4.608  -0.550  -1.821
C  5.159  -0.679  -3.088
O  6.373  -0.094  -3.302
C  4.474  -1.355  -4.084
C  3.229  -1.903  -3.783
C  2.492  -2.568  -4.825
N  1.904  -3.085  -5.667
C  2.676  -1.792  -2.514
C  -0.691  1.318  0.285
C  0.624  1.924  -0.151
C  1.395  2.567  0.781
C  2.655  3.112  0.453
C  3.137  3.002  -0.816
C  2.375  2.353  -1.818
C  2.878  2.206  -3.135
C  2.159  1.559  -4.097
C  0.887  1.034  -3.785
C  0.373  1.166  -2.527
C  1.101  1.822  -1.496
H  -3.474  -1.626  3.948
H  -1.938  -1.059  4.665
H  -3.153  0.122  4.146
H  -1.208  -0.809  0.426
H  1.407  0.099  1.667
H  0.736  -1.522  1.832
H  0.976  -0.495  -0.855
H  3.133  0.040  0.251
H  3.235  -1.698  0.523
H  5.154  0.011  -1.072
H  6.660  -0.264  -4.205
H  4.882  -1.448  -5.082
H  1.710  -2.226  -2.298
H  -1.382  1.255  -0.553
H  -1.140  2.018  0.990
H  1.027  2.644  1.798
H  3.234  3.612  1.219
H  4.108  3.406  -1.080
H  3.858  2.611  -3.360
H  2.557  1.445  -5.096
H  0.319  0.517  -4.548
H  -0.603  0.751  -2.314

Calculated values
Structure (SMILES): COC(=O)[C@H](CNCc1cc(O)cc(C#N)c1)Cc1cccc2ccccc12
Gap between HOMO and LUMO (eV): 8.72
Total charge: 0
Highest occupied orbital energy (eV): -8.39
LUMO (eV): 0.33

---

Model b:
A single C23H22N2O3 molecule, computed with ωB97M-V/def2-TZVPD.

Cartesian coordinates (Å):
C  -3.369  -0.784  3.229
O  -2.732  -1.018  1.966
C  -1.396  -0.865  1.975
O  -0.762  -0.648  2.978
C  -0.841  -0.867  0.570
C  0.654  -1.139  0.583
N  1.119  -1.458  -0.760
C  2.553  -1.712  -0.810
C  2.985  -2.000  -2.223
C  3.760  -1.088  -2.920
C  4.129  -1.335  -4.239
O  4.893  -0.391  -4.855
C  3.720  -2.497  -4.870
C  2.936  -3.409  -4.163
C  2.510  -4.617  -4.815
N  2.172  -5.582  -5.340
C  2.565  -3.168  -2.849
C  -1.229  0.428  -0.217
C  -2.069  1.446  0.521
C  -3.402  1.538  0.234
C  -4.251  2.436  0.917
C  -3.747  3.240  1.892
C  -2.370  3.192  2.220
C  -1.830  4.031  3.227
C  -0.506  3.988  3.539
C  0.350  3.099  2.852
C  -0.143  2.278  1.883
C  -1.517  2.294  1.531
H  -4.429  -0.936  3.054
H  -2.999  -1.478  3.981
H  -3.179  0.237  3.561
H  -1.314  -1.711  0.062
H  1.193  -0.289  1.026
H  0.859  -1.997  1.226
H  0.901  -0.698  -1.396
H  3.153  -0.883  -0.406
H  2.750  -2.584  -0.179
H  4.098  -0.174  -2.447
H  5.086  -0.668  -5.757
H  4.003  -2.702  -5.895
H  1.946  -3.878  -2.317
H  -0.303  0.914  -0.541
H  -1.760  0.149  -1.126
H  -3.820  0.893  -0.530
H  -5.303  2.478  0.664
H  -4.390  3.929  2.426
H  -2.494  4.712  3.746
H  -0.107  4.635  4.310
H  1.402  3.063  3.102
H  0.529  1.599  1.380

Calculated values
Structure (SMILES): COC(=O)[C@H](CNCc1cc(O)cc(C#N)c1)Cc1cccc2ccccc12
Gap between HOMO and LUMO (eV): 8.69
Total charge: 0
Highest occupied orbital energy (eV): -8.28
LUMO (eV): 0.41

---

Energies, relative to the best one, in eV: model a 0.000; model b 0.204.